No. 1
Entry from OMol25: a cluster of 11 separate species, C4H28O10 in total in a non-equilibrium geometry (ωB97M-V/def2-TZVPD).

Structure (XYZ):
```
42
Properties=species:S:1:pos:R:3:forces:R:3:lowdin_charge:R:1
C 0.8050 0.2570 1.3083 3.017 0.346 -1.188 -0.079
C -0.2782 0.2981 0.2451 0.172 -0.742 1.002 -0.191
C -1.3480 -0.6906 0.4267 -0.143 0.110 1.464 -0.011
C -2.3930 -0.8299 -0.4888 0.180 1.323 -1.150 0.238
H 1.1242 -0.7216 1.6398 -0.592 -0.297 0.247 0.062
H 1.7346 0.5642 0.7888 -0.279 -0.258 -0.447 0.096
H 0.9499 0.9917 2.0877 -1.477 0.025 0.474 0.082
H 0.1513 0.0927 -0.7426 -0.070 0.427 -0.163 0.114
H -0.6986 1.3153 0.2774 -0.220 -0.060 -0.547 0.148
H -1.3772 -1.1786 1.3814 -0.344 -0.054 0.317 0.104
H -3.3643 -1.2985 -0.4205 0.257 -0.492 0.519 0.113
H -2.2553 -0.1770 -1.3553 -0.442 -0.304 -0.100 0.071
H -0.1773 -1.7997 -1.7783 0.394 -0.595 0.194 0.014
H 0.2514 -2.6852 -2.9796 -0.105 -0.047 0.077 0.086
O 0.0931 -1.7764 -2.7016 -0.118 0.308 0.058 -0.022
H 1.0912 0.0804 -4.0401 0.079 -0.012 -0.119 0.020
H -0.1715 0.9375 -3.9785 0.543 0.085 -0.235 -0.006
O 0.7785 0.9743 -4.2145 -0.243 0.088 0.428 -0.064
H 1.7423 2.9073 -1.9739 -0.147 -0.392 -0.566 0.079
H 1.0040 1.5088 -1.8585 0.205 0.350 -0.897 0.016
O 1.4494 2.2095 -1.3811 0.189 0.228 1.072 -0.039
H 2.9046 -2.4366 -1.5761 0.200 0.056 -0.213 0.027
H 2.6058 -2.4334 -0.1095 0.114 0.003 0.143 0.014
O 3.1948 -2.0286 -0.7554 -0.387 -0.048 0.078 -0.045
H 1.1154 3.3131 0.0251 -0.414 0.080 0.018 0.007
H 1.4729 4.2909 1.1369 -0.092 0.225 -0.003 0.067
O 0.7189 3.9838 0.6189 0.431 -0.280 0.215 -0.058
H -0.0358 -1.4681 3.3150 -0.415 -0.028 0.134 0.010
H 1.0120 -2.4532 3.6945 -0.164 -0.401 0.145 0.082
O 0.1336 -2.4308 3.2860 0.740 0.541 0.019 -0.057
H -1.0510 1.1827 3.3887 0.728 -0.045 0.036 0.010
H -1.5658 0.1510 4.3545 0.061 -0.240 0.373 0.062
O -0.7877 0.3412 3.8222 -0.708 0.038 -0.319 -0.065
H -0.4245 3.3232 1.9735 0.010 -0.096 -0.214 0.028
H -1.7660 2.5860 1.7876 -0.102 0.402 0.023 0.053
O -1.0500 2.7174 2.4156 -0.250 -0.218 0.008 -0.055
H -0.7582 -3.6216 0.7100 -0.293 -0.444 -0.005 0.069
H 0.3146 -2.9013 1.5455 -0.792 0.281 -0.480 0.048
O -0.1416 -2.8939 0.6542 0.839 0.262 0.017 -0.045
H -2.0678 0.0267 -4.2053 -0.084 -0.357 -0.187 0.081
H -1.2242 -0.4911 -2.9754 -0.066 -0.167 -1.075 -0.005
O -1.7117 0.2631 -3.3484 -0.212 0.397 0.846 -0.059
```
Positions in Å, forces in eV/Å.

Results
Spin multiplicity: 2
Electronic energy: -921.236318 Ha
Total charge: +1
⟨S²⟩: 0.754
HOMO level (alpha / beta): -13.87 / -13.87 eV
M: 236.26 g/mol

=====

No. 2
Entry from OMol25: an isolated molecule of C5H10N2 in a non-equilibrium geometry (ωB97M-V/def2-TZVPD).

Structure (XYZ):
```
17
Properties=species:S:1:pos:R:3:forces:R:3:lowdin_charge:R:1
C -0.8425 0.7301 0.3225 0.619 -1.500 -5.172 -0.443
C -0.9415 -0.7594 0.7521 0.277 -0.660 1.703 -0.147
C -0.1387 -1.6259 -0.2412 2.624 1.946 0.475 -0.131
C 1.5704 0.3440 -1.4794 -0.501 0.236 -1.773 -0.007
C 0.5997 0.4494 -0.3284 0.019 2.560 1.922 -0.385
H -1.0801 2.7433 0.8136 2.004 -4.192 2.816 0.211
H 0.1266 1.4319 1.7875 -1.019 1.651 -0.205 0.083
H -1.4836 0.8248 -0.7022 0.594 0.470 2.982 0.189
H -0.3597 -1.0625 1.7215 -1.376 1.566 -1.114 0.139
H -1.9856 -0.9547 0.9452 -0.277 -0.654 -0.195 0.101
H 0.5889 -2.1745 0.3678 0.324 0.030 -0.423 0.111
H -0.5386 -2.2393 -0.9154 -2.522 -2.877 -1.917 0.059
H 2.6798 0.0035 -1.5289 -1.962 0.768 0.841 0.120
H 1.2524 0.9954 -2.3840 0.870 -1.380 1.339 0.114
H 0.9444 0.2346 0.6795 2.252 -0.534 0.104 0.096
N -0.8186 1.6385 1.3721 -1.774 4.180 -1.063 -0.017
N 0.4268 -0.5793 -1.1824 -0.151 -1.611 -0.320 -0.092
```
Positions in Å, forces in eV/Å.

Results
Electronic energy: -305.780057 Ha
SMILES: N[C@@H]1CCN2C[C@@H]12
Total charge: 0
HOMO level: -7.86 eV
M: 98.15 g/mol

=====

No. 3
Entry from OMol25: a structure of composition C2H9BCl2InO in a non-equilibrium geometry (ωB97M-V/def2-TZVPD).

Structure (XYZ):
```
16
Properties=species:S:1:pos:R:3:forces:R:3:lowdin_charge:R:1
C 0.2393 -1.0467 -0.2566 0.897 0.498 -0.400 -0.157
B -1.1971 -0.3483 -0.6479 0.851 1.399 -0.386 -0.626
O -1.1362 1.0266 -1.2546 -1.176 -1.077 2.709 -0.132
In -3.2679 -1.2212 -0.3351 -0.593 -0.218 -0.051 0.116
H 0.7710 -0.3135 0.5197 -1.035 -1.689 -1.453 0.033
H 0.9279 -1.0089 -1.2293 -1.191 -0.333 2.008 0.055
H 0.1433 -2.1461 0.1803 0.306 2.440 -0.990 0.065
H -1.9107 1.4991 -0.7839 1.584 -1.209 -1.591 0.076
H -4.1933 -0.0846 0.7347 0.096 -0.166 -0.071 -0.157
H -3.2523 -2.9083 0.3485 -0.041 0.380 -0.120 -0.157
H -4.1573 -1.2001 -1.9340 0.191 -0.080 0.356 -0.151
C 3.4441 1.6940 0.9375 0.085 0.310 -0.117 -1.028
Cl 3.3626 0.7416 -0.5495 0.160 0.201 0.010 0.517
Cl 3.0218 0.7123 2.3456 0.045 0.101 0.102 0.496
H 4.4609 2.0745 1.0610 -0.244 -0.220 -0.009 0.020
H 2.7439 2.5297 0.8636 0.067 -0.337 0.004 0.030
```
Positions in Å, forces in eV/Å.

Results
Electronic energy: -1292.151558 Ha
Total charge: -1
HOMO level: -3.75 eV
M: 245.63 g/mol

=====

Question: total charge of number 2 (C5H10N2)?
Answer: 0

=====

Question: What is the total charge in the third record?
Answer: -1

=====

Copy entry 2 word for word.
Entry from OMol25: an isolated molecule of C5H10N2 in a non-equilibrium geometry (ωB97M-V/def2-TZVPD).

Structure (XYZ):
```
17
Properties=species:S:1:pos:R:3:forces:R:3:lowdin_charge:R:1
C -0.8425 0.7301 0.3225 0.619 -1.500 -5.172 -0.443
C -0.9415 -0.7594 0.7521 0.277 -0.660 1.703 -0.147
C -0.1387 -1.6259 -0.2412 2.624 1.946 0.475 -0.131
C 1.5704 0.3440 -1.4794 -0.501 0.236 -1.773 -0.007
C 0.5997 0.4494 -0.3284 0.019 2.560 1.922 -0.385
H -1.0801 2.7433 0.8136 2.004 -4.192 2.816 0.211
H 0.1266 1.4319 1.7875 -1.019 1.651 -0.205 0.083
H -1.4836 0.8248 -0.7022 0.594 0.470 2.982 0.189
H -0.3597 -1.0625 1.7215 -1.376 1.566 -1.114 0.139
H -1.9856 -0.9547 0.9452 -0.277 -0.654 -0.195 0.101
H 0.5889 -2.1745 0.3678 0.324 0.030 -0.423 0.111
H -0.5386 -2.2393 -0.9154 -2.522 -2.877 -1.917 0.059
H 2.6798 0.0035 -1.5289 -1.962 0.768 0.841 0.120
H 1.2524 0.9954 -2.3840 0.870 -1.380 1.339 0.114
H 0.9444 0.2346 0.6795 2.252 -0.534 0.104 0.096
N -0.8186 1.6385 1.3721 -1.774 4.180 -1.063 -0.017
N 0.4268 -0.5793 -1.1824 -0.151 -1.611 -0.320 -0.092
```
Positions in Å, forces in eV/Å.

Results
Electronic energy: -305.780057 Ha
SMILES: N[C@@H]1CCN2C[C@@H]12
Total charge: 0
HOMO level: -7.86 eV
M: 98.15 g/mol

=====

Question: Number 1 is which compound?
Answer: C4H28O10